{
  "formula": "C3H6OS",
  "method": "wB97M-V/def2-TZVPD",
  "elements": ["C", "C", "C", "O", "S", "H", "H", "H", "H", "H", "H"],
  "positions_angstrom": [[-1.119, -0.505, -0.191], [1.279, 0.661, -0.261], [0.567, -0.509, 0.296], [-3.537, -0.126, 0.401], [-2.151, -0.034, 0.907], [-1.296, -0.629, -1.205], [0.868, 1.637, 0.071], [2.446, 0.817, 0.102], [1.448, 0.605, -1.368], [0.464, -0.481, 1.331], [1.030, -1.435, -0.084]],
  "forces_ev_per_angstrom": [[5.0, 0.5, 2.1], [3.7, 2.2, -0.2], [-3.2, -0.7, -2.5], [0.1, 0.5, 0.5], [-1.0, -0.6, -0.4], [-0.7, -0.5, -1.6], [-0.2, -0.6, -0.6], [-2.8, -1.0, -0.5], [-0.7, 0.2, 0.9], [0.3, -0.2, 1.9], [-0.5, 0.2, 0.5]],
  "lowdin_charge": [-0.349, -0.180, -0.258, -0.576, 0.904, 0.039, 0.071, 0.126, 0.078, 0.043, 0.101],
  "total_charge": 0,
  "homo_ev": -9.6,
  "orbital_gap_ha": 0.3554,
  "e_lumo_ev": 0.08,
  "fmax_ev_per_a": 5.46,
  "relative_energy_kj_mol": 230.2
}